Record 1
Here is a structure of composition C16H32Cl26NO2P at a distorted geometry from OMol25. Energies are from the ωB97M-V functional and the def2-TZVPD basis.

E ... -13140.30437 a.u.
LUMO energy ... 0.1 eV
Gap between HOMO and LUMO ... 8.30 eV
Multiplicity ... 1
ΔE to the lowest compared entry with this formula, charge and spin ... 0.00 kcal per mole

Atoms and positions in Å:
C: 2.92546 -0.19122 -1.42962
O: 3.15460 -1.60477 -1.28734
C: 2.06579 -2.29043 -0.65431
P: 2.82382 -3.50696 0.60155
N: 4.45954 -3.02079 1.04966
C: 5.26413 -3.76057 0.37950
O: 6.18063 -4.03566 -0.27949
H: 2.59952 0.08940 -2.48009
H: 3.91152 0.34220 -1.23812
H: 2.18371 0.25418 -0.70216
H: 1.47606 -2.87887 -1.42130
H: 1.33801 -1.62557 -0.11918
H: 2.05632 -3.38022 1.79570
C: 6.85335 -5.71700 3.33223
Cl: 7.99924 -6.67795 4.27435
Cl: 5.19457 -6.28051 3.56873
H: 6.92073 -4.67889 3.64769
H: 7.10674 -5.79992 2.27805
C: 1.94081 0.14376 2.22973
Cl: 0.65222 0.35897 1.03699
Cl: 1.34711 -0.70242 3.66011
H: 2.74412 -0.43974 1.78222
H: 2.31486 1.12147 2.52429
C: -1.17398 2.09962 3.38916
Cl: -0.48334 3.42494 4.33140
Cl: -2.55408 1.35867 4.20359
H: -1.50250 2.48999 2.42942
H: -0.41074 1.34130 3.23771
C: -3.17335 2.54996 -0.66117
Cl: -1.60608 1.92311 -0.13794
Cl: -3.28735 4.29458 -0.38801
H: -3.29723 2.35010 -1.71970
H: -3.95844 2.05229 -0.09705
C: -0.50608 -4.61765 3.28022
Cl: 0.19416 -3.80189 4.68326
Cl: -0.29979 -3.65962 1.80494
H: -0.01176 -5.57721 3.15062
H: -1.56801 -4.76943 3.45241
C: -4.12416 -2.12041 2.59020
Cl: -2.83571 -1.00441 2.12516
Cl: -3.60382 -3.19901 3.89240
H: -4.98275 -1.54600 2.93037
H: -4.39881 -2.71742 1.72872
C: -2.42143 -0.65750 -3.19231
Cl: -0.93106 -0.98456 -2.30302
Cl: -3.71898 -0.11148 -2.12073
H: -2.22678 0.11695 -3.93053
H: -2.73940 -1.57052 -3.68932
C: -3.67081 -5.42503 0.16752
Cl: -2.64232 -6.69579 0.83804
Cl: -4.98562 -5.01084 1.27666
H: -3.06583 -4.53804 -0.01049
H: -4.09750 -5.77548 -0.76869
C: -2.05378 6.77811 3.72237
Cl: -1.95064 5.85514 2.22019
Cl: -0.46515 7.36823 4.22514
H: -2.71309 7.62880 3.56911
H: -2.45436 6.13624 4.50341
C: -1.01942 10.01246 7.15175
Cl: -2.43386 9.21344 6.45756
Cl: -1.04098 9.93734 8.91722
H: -0.12229 9.51711 6.78832
H: -1.01704 11.05465 6.84321
C: 2.34029 -1.09452 -5.76175
Cl: 3.38086 -2.36604 -5.11354
Cl: 1.09653 -0.62710 -4.59334
H: 2.94959 -0.22493 -5.99573
H: 1.85650 -1.45965 -6.66423
C: -0.83652 2.58539 -5.93344
Cl: -2.27656 1.79045 -6.58328
Cl: -0.80850 2.51437 -4.16886
H: 0.04560 2.08549 -6.31781
H: -0.83715 3.62685 -6.24539
C: -0.28492 0.61513 -10.00422
Cl: 0.50524 1.42046 -8.64207
Cl: -0.12543 1.55981 -11.48758
H: 0.17651 -0.35755 -10.15383
H: -1.34076 0.49258 -9.77527

Forces on the atoms, in the same order (eV/Å):
C 0.68 1.31 -0.33
O -1.17 0.76 0.49
C -0.16 0.30 0.24
P -0.58 -1.97 -0.39
N 0.91 -2.41 -1.69
C -0.55 4.27 0.93
O -0.60 -1.19 0.56
H 0.29 -0.53 1.19
H -1.05 -0.75 -0.27
H 0.89 -0.88 -0.95
H 0.74 0.37 0.87
H 0.79 -0.39 -0.72
H 0.85 0.88 -0.34
C 0.04 0.15 -0.12
Cl 0.07 0.06 -0.04
Cl -0.04 0.08 -0.08
H -0.05 -0.14 0.08
H -0.04 -0.11 0.12
C 0.36 -0.01 0.13
Cl -0.21 0.13 0.43
Cl 0.08 0.04 -0.06
H -0.14 -0.04 -0.01
H -0.15 -0.05 -0.03
C 0.01 -0.01 -0.20
Cl 0.14 0.01 0.09
Cl 0.00 0.33 0.32
H -0.01 0.04 0.20
H -0.18 0.11 0.21
C -0.16 0.19 -0.07
Cl -0.21 0.14 -0.19
Cl -0.09 -0.06 -0.07
H 0.13 0.18 0.12
H 0.14 0.08 0.05
C -0.01 -0.30 0.09
Cl -0.07 -0.13 0.02
Cl -0.70 -0.10 -0.05
H 0.09 0.17 -0.05
H 0.14 0.16 -0.07
C -0.04 0.26 -0.08
Cl -0.09 -0.26 -0.41
Cl -0.16 0.08 0.08
H 0.17 -0.02 0.11
H 0.13 0.06 0.13
C 0.05 -0.07 -0.28
Cl -0.19 -0.05 0.23
Cl -0.16 -0.38 -0.18
H 0.01 0.00 0.17
H 0.01 0.05 0.17
C 0.10 0.08 -0.19
Cl 0.03 0.04 -0.06
Cl -0.16 -0.30 -0.22
H -0.01 -0.08 0.16
H -0.01 -0.05 0.17
C -0.17 -0.01 0.11
Cl -0.13 0.09 0.02
Cl 0.11 -0.01 0.01
H 0.16 -0.03 -0.06
H 0.17 -0.02 -0.09
C 0.18 0.06 -0.11
Cl -0.11 0.09 -0.01
Cl 0.08 0.04 -0.01
H -0.15 -0.07 0.07
H -0.12 -0.10 0.09
C 0.08 0.08 -0.22
Cl 0.01 0.03 -0.05
Cl 0.08 0.00 -0.38
H -0.03 -0.09 0.12
H 0.00 -0.02 0.15
C 0.09 0.17 0.03
Cl -0.01 -0.02 -0.03
Cl 0.05 0.07 0.11
H -0.16 -0.09 0.20
H -0.12 -0.10 0.08
C -0.16 -0.18 -0.12
Cl 0.19 -0.15 -0.18
Cl -0.04 -0.08 0.01
H 0.07 0.16 0.02
H 0.11 0.15 0.03



Record 2
Here is a structure of composition C16H32F5GeMoN2OSi2Te from OMol25. Energies are from the ωB97M-V functional and the def2-TZVPD basis.

E ... -4305.36603 a.u.
Total charge ... -1
LUMO energy ... 2.1 eV
Gap between HOMO and LUMO ... 7.02 eV
Multiplicity ... 1
ΔE to the lowest compared entry with this formula, charge and spin ... 0.91 kcal per mole

Atoms and positions in Å:
Mo: 0.45544 0.40081 0.30856
C: -2.30779 0.45179 3.78475
Si: -2.31270 -0.46195 2.14538
C: -1.39445 -2.08255 2.33203
C: -4.08200 -0.94582 1.69331
N: -1.58954 0.49078 0.88048
C: -2.26219 1.49158 0.21779
C: -3.44157 2.12801 0.62428
C: -3.98501 3.15871 -0.12527
C: -3.35010 3.60058 -1.27715
C: -2.16380 3.00339 -1.68207
C: -1.62987 1.93909 -0.96446
N: -0.40027 1.29944 -1.19788
Si: 0.62431 1.69664 -2.61645
C: 1.87724 0.35470 -2.95276
C: -0.44655 1.71404 -4.16801
C: 1.46006 3.33779 -2.32652
H: -2.73061 -0.16111 4.58557
H: -2.87572 1.38355 3.73495
H: -1.27674 0.69732 4.04629
H: -2.01804 -2.80757 2.86217
H: -0.45394 -1.96590 2.87072
H: -1.17628 -2.48350 1.34133
H: -4.38698 -1.79063 2.31701
H: -4.12512 -1.27086 0.65045
H: -4.81782 -0.15357 1.82462
H: -3.91049 1.83955 1.55490
H: -4.89492 3.64064 0.21168
H: -3.75533 4.42714 -1.84666
H: -1.65300 3.39219 -2.54948
H: 1.38993 -0.58980 -3.20780
H: 2.58383 0.18927 -2.14177
H: 2.44918 0.66752 -3.83258
H: -1.08173 0.82540 -4.20045
H: 0.23114 1.66074 -5.02556
H: -1.08047 2.58666 -4.30624
H: 2.07497 3.26679 -1.42760
H: 0.73793 4.14635 -2.19761
H: 2.10819 3.58729 -3.17041
F: 4.59472 -0.02900 -0.86452
Te: 3.86960 0.38749 0.93940
F: 4.52446 2.08006 0.49790
F: 3.34160 1.24074 2.59697
F: 5.61274 0.18251 1.75811
F: 0.63146 0.17675 2.17617
O: 2.07754 1.26175 0.16024
C: 2.42687 -2.66869 2.26192
Ge: 1.80454 -2.84536 0.41275
C: 0.64902 -4.43690 0.29116
C: 3.27641 -3.18094 -0.83895
C: 0.77413 -1.33125 -0.26351
H: 2.11392 -3.55126 2.82281
H: 2.00608 -1.78431 2.73969
H: 3.51433 -2.60394 2.29776
H: 1.27139 -5.32718 0.40473
H: 0.15824 -4.48390 -0.68223
H: -0.11422 -4.44687 1.06786
H: 3.63406 -4.20401 -0.70380
H: 4.10368 -2.48613 -0.70193
H: 2.92008 -3.07250 -1.86467
H: 0.42014 -1.54154 -1.27743

Forces on the atoms, in the same order (eV/Å):
Mo 0.20 -0.49 -0.29
C -0.01 -0.03 -0.04
Si 0.00 -0.06 0.13
C -0.05 0.04 -0.02
C 0.05 0.00 -0.03
N 0.00 0.20 -0.24
C -0.02 -0.09 0.06
C -0.01 -0.05 -0.01
C 0.00 0.00 0.01
C -0.01 0.01 -0.03
C -0.02 -0.07 -0.07
C 0.04 0.14 0.16
N 0.20 0.29 0.11
Si 0.01 0.01 -0.07
C -0.04 0.04 0.01
C 0.07 -0.05 -0.01
C -0.05 -0.05 -0.03
H -0.01 0.00 -0.01
H 0.01 0.00 0.00
H 0.00 0.01 0.01
H 0.01 0.02 0.04
H 0.01 0.00 -0.03
H -0.01 -0.02 0.01
H 0.00 0.01 0.01
H -0.01 0.00 0.00
H 0.00 0.02 0.00
H -0.02 -0.02 0.00
H 0.00 0.00 0.00
H 0.00 0.00 0.00
H 0.03 0.00 0.01
H -0.01 0.00 0.03
H 0.02 -0.01 -0.02
H 0.00 0.01 0.01
H -0.02 0.01 0.02
H 0.00 -0.02 0.00
H 0.00 0.01 0.01
H 0.01 0.01 0.00
H 0.00 0.00 0.02
H 0.01 0.00 0.00
F -0.03 0.04 0.05
Te -0.02 0.39 0.04
F -0.05 0.05 -0.02
F 0.07 0.05 0.02
F 0.02 -0.16 -0.15
F 0.01 0.10 -0.04
O -0.22 -0.38 0.31
C -0.05 -0.02 -0.03
Ge 0.07 -0.09 0.00
C 0.01 0.05 -0.01
C -0.01 0.00 0.04
C -0.02 0.04 -0.05
H 0.00 0.01 0.01
H 0.02 0.01 -0.01
H 0.00 0.02 0.01
H 0.00 0.00 0.00
H 0.00 0.00 0.00
H 0.00 0.02 0.00
H 0.03 0.01 0.00
H -0.02 0.02 0.00
H -0.01 -0.01 0.00
H -0.19 -0.03 0.07



Record 3
Here is a cluster of 6 separate species, C16H32FNO10S2 in total at a distorted geometry from OMol25. Energies are from the ωB97M-V functional and the def2-TZVPD basis.

E ... -2331.94193 a.u.
LUMO energy ... -0.2 eV
Gap between HOMO and LUMO ... 9.77 eV
Multiplicity ... 1
ΔE to the lowest compared entry with this formula, charge and spin ... 27.54 kcal per mole

Atoms and positions in Å:
N: 3.50635 0.44037 1.23611
H: 4.47735 0.67137 1.16411
H: 3.18535 -0.63463 1.17011
H: 2.79935 0.92237 0.33011
H: 3.17135 0.87437 1.97911
F: 0.69935 -0.04463 0.45211
C: -3.82865 -1.79463 1.78511
C: -2.35165 -1.45863 2.52911
C: -2.05765 0.03837 2.35611
O: -2.62665 0.61037 3.52011
C: -2.70265 -0.39763 4.45811
O: -2.93765 -0.29963 5.70911
O: -2.44865 -1.55463 3.98211
H: -4.83965 -1.16963 2.24211
H: -4.29665 -2.87463 1.81911
H: -3.68365 -1.74163 0.71211
H: -1.53865 -1.96363 2.05011
H: -2.37065 0.33237 1.31611
H: -1.04465 0.22437 2.27611
C: -1.85665 -0.12763 -1.87889
C: -0.94165 0.84837 -2.58289
C: 0.52535 0.20137 -2.79289
O: 0.73135 0.61937 -4.14089
C: -0.44565 1.04937 -4.71689
O: -0.44965 1.50037 -5.83889
O: -1.40865 1.08437 -3.84989
H: -2.79665 0.40837 -1.89789
H: -1.79565 -0.21563 -0.72189
H: -1.98765 -1.08363 -2.34389
H: -0.48265 1.84337 -2.22489
H: 0.55635 -0.66363 -2.48389
H: 1.04935 0.78137 -2.09889
C: 0.60135 -4.35963 -0.40389
C: 1.40335 -4.69263 -1.62589
C: 2.86635 -4.75863 -1.32189
S: 3.01335 -3.81863 0.26411
O: 3.98435 -2.74763 0.14011
O: 3.17935 -4.77063 1.29011
C: 1.37935 -3.19863 0.24111
H: 0.52035 -5.16763 0.35411
H: -0.47265 -4.34763 -0.53689
H: 1.32535 -4.04663 -2.36089
H: 1.11635 -5.57263 -2.24389
H: 3.44135 -3.99563 -2.02989
H: 3.61235 -5.51063 -1.15889
H: 1.31835 -2.27763 -0.25789
H: 0.82235 -2.84163 1.10511
C: -1.16265 4.20037 -0.34289
C: -0.49665 5.48737 0.18811
C: 0.97735 5.31737 0.50711
S: 1.18035 3.62037 0.84511
O: 1.52335 3.56837 2.21611
O: 2.03635 3.07637 -0.12289
C: -0.46365 3.11137 0.51311
H: -0.82265 3.99737 -1.46089
H: -2.32565 4.07537 -0.28489
H: -1.04665 5.89737 1.02311
H: -0.81565 6.29137 -0.70989
H: 1.02135 6.06037 1.29111
H: 1.78035 5.67937 -0.14289
H: -0.94465 3.02137 1.48511
H: -0.36165 2.27637 0.02611

Forces on the atoms, in the same order (eV/Å):
N -2.62 -3.12 -7.61
H 0.70 -0.42 -0.54
H 1.27 2.81 0.28
H 2.11 -1.60 3.03
H -2.39 2.20 4.63
F 0.61 0.14 -0.02
C -1.77 -0.91 2.33
C -3.35 1.04 -0.97
C -1.46 -1.42 -1.51
O -0.52 -0.27 0.87
C -1.10 2.45 6.19
O 0.70 0.77 -5.35
O 0.83 -2.71 -2.98
H 3.39 -1.17 -1.49
H 1.59 1.63 0.72
H -0.04 0.95 -0.18
H 0.29 -1.08 0.37
H -0.83 0.45 1.40
H 2.46 0.34 0.48
C -1.32 2.37 3.14
C 4.10 -0.97 1.93
C -3.43 9.96 -2.75
O 0.16 -1.08 -0.22
C 2.83 1.43 -2.35
O -0.51 -1.03 1.30
O -2.16 -0.07 -0.84
H -0.91 -0.29 -0.39
H 1.02 -0.07 -2.06
H 0.36 -0.39 -0.43
H -2.36 -1.08 0.59
H 0.56 -9.55 1.63
H 1.74 0.71 0.59
C -0.14 -0.98 1.16
C 0.00 -5.43 0.89
C 2.80 4.68 -0.16
S 0.28 0.79 -1.65
O -0.24 0.35 0.22
O 0.23 -1.34 1.78
C -2.48 -0.46 0.45
H 1.11 -0.04 -0.39
H -0.26 1.41 -0.70
H -0.71 4.09 -3.04
H -0.23 -0.20 1.09
H -1.14 -1.65 1.17
H -0.64 -1.43 -0.10
H 0.33 1.24 -1.65
H 0.92 -0.58 1.07
C 0.59 -1.48 -1.08
C -2.91 2.56 -4.62
C -0.64 2.28 -0.64
S -1.42 2.27 1.19
O 0.54 -1.22 2.04
O 2.13 -1.72 -2.19
C -1.52 4.13 2.23
H -0.87 0.61 2.15
H 2.29 0.63 -0.03
H 0.03 -0.23 0.48
H 1.48 -1.61 2.39
H 0.89 -0.79 1.19
H -0.62 -0.43 -0.78
H -0.07 -0.29 0.00
H 0.28 -5.19 -2.27



What is the ΔE to the lowest compared entry with this formula, charge and spin in the first record?
0.00 kcal per mole